(1)
93
Properties=species:S:1:pos:R:3:mulliken_charge:R:1 method="wB97M-V/def2-TZVPD" charge=0 relative_energy_kcal_mol=35.4
W -0.83516 0.32879 1.14167 1.353
C 6.00149 -3.36001 3.81881 -1.512
C 4.92774 -2.31746 3.67853 0.962
C 4.56485 -1.83643 2.42592 -1.013
C 3.54569 -0.90895 2.28290 -0.100
C 2.88063 -0.46183 3.41142 0.890
C 3.22580 -0.92140 4.67632 -0.884
C 4.24866 -1.84357 4.80055 -0.930
S 1.56696 0.70980 3.32227 1.290
O 0.44878 0.16918 4.04392 -0.673
O 2.05857 1.99834 3.71614 -0.727
N 1.10996 0.78894 1.74136 0.314
C 1.89126 1.73097 0.93236 -0.998
C 0.89209 2.59140 0.20978 0.378
O 1.11681 3.60036 -0.39284 -0.666
O -0.32710 2.07692 0.35640 0.226
H 5.58624 -4.35402 3.64065 0.294
H 6.43057 -3.35010 4.81983 0.384
H 6.80158 -3.20351 3.09604 0.385
H 5.06853 -2.20670 1.54168 0.377
H 3.25177 -0.57680 1.29809 0.120
H 2.68972 -0.56472 5.54646 0.484
H 4.52016 -2.20754 5.78387 0.359
H 2.48939 1.20102 0.18701 0.275
H 2.53969 2.34843 1.54880 0.798
N -0.51208 -2.74520 3.22772 0.075
C -1.41160 -1.81522 3.60484 0.041
N -2.18906 -1.86943 4.69604 -0.684
N -2.93678 -0.78458 4.65617 -0.938
N -2.62919 -0.13420 3.59476 0.490
N -1.67433 -0.73522 2.88685 0.730
C 0.27720 -2.58587 2.11316 -0.207
N 1.20492 -3.45496 1.76508 -0.637
N 1.75093 -2.94388 0.65442 -0.872
N 1.20994 -1.82653 0.34267 -0.296
N 0.23249 -1.56012 1.25804 1.064
H -0.27734 -3.49284 3.86005 0.337
Cl -3.64082 -3.66315 -0.17324 -0.233
C -3.91615 -2.06937 -0.76187 0.430
C -4.94039 -1.82742 -1.69963 -0.556
C -5.17654 -0.57134 -2.18239 0.610
Cl -6.45591 -0.31054 -3.32200 -0.259
C -4.38929 0.52911 -1.75683 0.145
C -4.52448 1.87264 -2.16023 -0.951
C -3.67425 2.81316 -1.64280 -1.285
C -2.66679 2.43414 -0.74048 -0.638
N -2.51656 1.18737 -0.35264 0.068
C -3.37161 0.25161 -0.83441 0.258
C -3.13232 -1.03544 -0.31640 -0.521
O -2.18316 -1.10915 0.58810 -0.418
H -5.54706 -2.65794 -2.03243 0.496
H -5.29486 2.14608 -2.86827 0.507
H -3.75223 3.85237 -1.92656 0.484
H -1.96488 3.15322 -0.34534 0.705
C 3.45267 0.86398 -6.08790 -2.056
C 2.46028 -0.27456 -6.32691 1.907
C 3.25919 -1.55370 -6.61514 -1.599
C 1.60765 0.08216 -7.55285 -1.602
C 1.54768 -0.50756 -5.12196 0.833
C 0.58684 -1.52450 -5.18127 -0.455
C -0.27649 -1.81132 -4.12982 -2.296
C -0.14530 -1.03862 -2.99995 0.362
O -0.84480 -1.09747 -1.81827 -0.119
B -0.29057 -0.12329 -1.00722 2.363
O 0.69744 0.57696 -1.69458 -0.773
C 0.79262 -0.02824 -2.92322 0.839
C 1.64941 0.26261 -3.96177 -1.730
H 4.08087 0.98635 -6.97154 0.422
H 4.10811 0.65536 -5.24035 0.404
H 2.94265 1.81235 -5.90891 0.396
H 3.92709 -1.39569 -7.46471 0.438
H 2.60383 -2.39147 -6.85436 0.321
H 3.86257 -1.83331 -5.74980 0.386
H 2.25085 0.26089 -8.41726 0.441
H 1.02302 0.98472 -7.36634 0.382
H 0.91647 -0.72151 -7.80840 0.319
H 0.50744 -2.12419 -6.07859 0.396
H -1.00619 -2.60702 -4.19103 0.545
H 2.36752 1.06278 -3.85791 0.640
C -4.20787 4.06272 5.10744 -1.636
C -3.45112 3.13874 4.20274 1.409
C -3.98116 1.99078 3.75307 -1.515
C -3.19881 1.09681 2.87512 0.695
N -2.03043 1.65895 2.26439 0.411
C -1.50195 2.79928 2.82677 -0.351
C -2.12977 3.52426 3.77018 -1.026
H -5.15708 3.63102 5.41953 0.353
H -4.40253 5.01130 4.60322 0.321
H -3.61374 4.28441 5.99555 0.377
H -4.98191 1.67789 4.01847 0.361
H -3.82672 0.62209 2.11238 -0.195
H -0.53130 3.09465 2.45708 0.273
H -1.65891 4.41293 4.16384 0.428

***

(2)
81
Properties=species:S:1:pos:R:3:mulliken_charge:R:1 method="wB97M-V/def2-TZVPD" charge=+2 relative_energy_kcal_mol=25.4
Ti 0.19188 0.37434 0.54608 -0.990
I -0.44906 -1.36145 7.79433 0.162
C -0.33757 -1.28730 5.70397 -0.756
C -1.27165 -1.97662 4.94489 -0.106
C -1.22143 -1.86749 3.56885 -0.261
I -2.59682 -2.87511 2.35120 0.103
C -0.25235 -1.08972 2.92704 -0.767
O -0.32048 -0.89045 1.59383 1.208
C 0.73457 -0.45782 3.70300 1.138
C 1.94294 0.19631 3.06356 -1.732
N 1.66475 1.15246 1.94864 0.001
C 1.25569 2.47510 2.45606 -1.350
C -0.17145 2.34260 2.90294 0.841
C -0.66594 2.93761 4.04875 -1.016
C -1.97654 2.68381 4.42370 -0.761
C -2.74537 1.83799 3.63811 -1.080
C -2.18157 1.29421 2.50052 -0.576
N -0.92345 1.54995 2.12344 1.723
C 0.66139 -0.55216 5.08495 -0.593
H -2.02806 -2.58744 5.41730 0.463
H 2.51989 0.70314 3.83906 0.549
H 2.56474 -0.59864 2.65899 0.445
H 2.52880 1.24123 1.40965 0.540
H 1.88768 2.80355 3.28235 0.491
H 1.34020 3.21041 1.65428 0.447
H -0.03003 3.57544 4.64771 0.585
H -2.37922 3.12111 5.32752 0.463
H -3.76545 1.59948 3.90318 0.544
H -2.74243 0.60942 1.87949 0.114
H 1.40917 -0.05015 5.68675 0.497
O 3.41317 0.60538 -0.43044 -0.786
S 2.50078 -0.48542 -0.66743 1.476
O 1.97773 -1.13283 0.54362 -0.838
N 1.08966 0.14227 -1.18773 0.731
C 1.04934 1.15321 -2.15801 -0.557
C 1.53523 1.05015 -3.43726 -0.255
C 1.36749 2.10785 -4.34926 -1.031
C 0.70162 3.24480 -3.98895 -1.091
C 0.18360 3.37799 -2.68159 1.121
C -0.55502 4.49843 -2.25456 -0.935
C -1.05194 4.52074 -0.97876 -1.151
C -0.79747 3.44559 -0.12230 -0.223
N -0.09850 2.37285 -0.46466 1.052
C 0.38297 2.33267 -1.75093 0.224
C 3.21246 -1.73184 -1.68711 0.138
C 3.01265 -3.05013 -1.29479 -0.308
C 3.57145 -4.06420 -2.05543 -0.915
C 4.31226 -3.75063 -3.18754 -0.484
C 4.51899 -2.42617 -3.55382 -0.932
C 3.97424 -1.40155 -2.80045 -0.399
H 2.01324 0.13416 -3.75705 0.814
H 1.75946 2.00534 -5.35203 0.454
H 0.54874 4.04636 -4.69976 0.467
H -0.72996 5.31390 -2.94535 0.501
H -1.63928 5.35366 -0.61967 0.521
H -1.19165 3.48344 0.88248 0.465
H 2.44803 -3.25990 -0.39720 0.546
H 3.43257 -5.09567 -1.76189 0.472
H 4.74335 -4.54525 -3.78162 0.435
H 5.12318 -2.19102 -4.41923 0.440
H 4.16742 -0.36559 -3.04881 0.706
C -3.77173 -0.04458 -0.33383 -1.526
P -2.02133 -0.16342 -0.89278 1.948
C -2.17762 0.76069 -2.47544 -1.539
C -1.93448 -1.88055 -1.52550 0.507
C -0.86710 -2.72752 -1.23089 0.024
C -0.80290 -3.99122 -1.80050 -0.936
C -1.80366 -4.42576 -2.65445 -0.626
C -2.88974 -3.60582 -2.91960 -0.905
C -2.95561 -2.34289 -2.35687 -0.624
H -4.42223 -0.02649 -1.20589 0.558
H -3.94739 0.87254 0.22857 0.506
H -4.02539 -0.90075 0.28631 0.346
H -3.01885 0.35038 -3.03119 0.661
H -1.28020 0.65118 -3.08015 0.276
H -2.36951 1.82022 -2.29206 0.360
H -0.11018 -2.41963 -0.53014 0.380
H 0.02538 -4.64726 -1.57274 0.486
H -1.74191 -5.40740 -3.10501 0.422
H -3.68819 -3.95424 -3.56088 0.451
H -3.81601 -1.71989 -2.56955 0.245

***

(3)
80
Properties=species:S:1:pos:R:3:mulliken_charge:R:1 method="wB97M-V/def2-TZVPD" charge=0 relative_energy_kcal_mol=26.9
F 5.63585 5.62732 -2.87935 -0.322
C 4.45582 5.54172 -2.17672 0.447
C 4.18794 6.52334 -1.21827 -0.744
C 2.98187 6.40333 -0.52669 0.456
F 2.68530 7.34591 0.43257 -0.317
C 2.06792 5.38150 -0.77064 -0.994
C 2.34746 4.39922 -1.77139 1.121
C 1.37692 3.37515 -2.03417 -0.524
C 1.58070 2.24807 -2.84178 0.354
C 0.55524 1.34866 -3.22473 -0.906
C 0.72888 0.52446 -4.40536 0.600
C -0.27577 0.36485 -5.40703 -0.747
C 0.00099 -0.40847 -6.53963 0.447
F -0.98147 -0.57257 -7.49135 -0.329
C 1.21567 -1.05444 -6.75349 -0.723
C 2.20500 -0.81631 -5.80134 0.242
F 3.43064 -1.41978 -5.96989 -0.325
C 2.00130 -0.02837 -4.67096 -0.744
C 3.58023 4.49833 -2.46693 -0.863
H 4.88734 7.33394 -1.02607 0.453
H 1.12081 5.33166 -0.23416 0.453
H 0.40174 3.50311 -1.56143 0.314
H 2.56777 2.14970 -3.29708 -0.040
H -0.46828 1.58481 -2.90270 0.497
H -1.23526 0.86648 -5.30031 0.455
H 1.40179 -1.68129 -7.62560 0.477
H 2.81975 0.16133 -3.96904 0.489
H 3.81107 3.78906 -3.26946 0.433
C -0.97042 -4.48687 1.46560 -1.902
C -1.33187 -3.49894 2.55043 1.766
C -2.49154 -4.01960 3.36056 -1.880
C -0.05412 -3.05521 3.40808 1.152
C -0.47556 -2.41652 4.73422 -1.622
C 0.96777 -4.12133 3.66869 -1.832
O 0.51503 -2.03759 2.55526 -1.089
B -0.68188 -1.41988 2.19870 1.732
C -0.93405 0.03049 2.64655 0.550
C -2.24558 0.50363 2.69077 -0.241
C -2.50394 1.75102 3.25138 -0.950
C -1.44389 2.49053 3.75339 0.359
C -1.69971 3.85113 4.33588 0.698
F -1.22006 3.96002 5.61714 -0.264
F -1.07385 4.82927 3.60142 -0.244
F -3.01910 4.18163 4.38274 -0.288
C -0.13087 2.03542 3.72480 -1.014
C 0.12331 0.79589 3.15914 -0.986
C 0.05995 -0.98760 -0.29308 -0.829
C 0.21401 0.48488 -0.29133 0.013
C -0.95718 -1.72916 -0.92808 1.437
C -0.57373 -2.84037 -1.73957 -0.521
C -1.50135 -3.49789 -2.53583 -0.883
C -2.85313 -3.14750 -2.47047 -0.450
C -3.28334 -2.15425 -1.58271 -0.767
C -2.35899 -1.45650 -0.80799 0.017
O -1.75566 -2.25519 1.94204 -0.627
H -0.81103 -5.47625 1.91588 0.446
H -1.79570 -4.55292 0.74988 0.367
H -0.06695 -4.18614 0.92348 0.348
H -2.17439 -4.92273 3.89864 0.346
H -2.85585 -3.26903 4.07572 0.371
H -3.31254 -4.27480 2.68048 0.452
H -0.84071 -3.19120 5.41677 0.409
H 0.39654 -1.93353 5.18909 0.452
H -1.24902 -1.64207 4.61706 0.166
H 0.48122 -4.91383 4.24679 0.337
H 1.38112 -4.53803 2.74764 0.344
H 1.78353 -3.70933 4.26763 0.487
H -3.08096 -0.09809 2.32814 0.394
H -3.52767 2.10815 3.31040 0.474
H 0.68854 2.61255 4.15323 0.433
H 1.15075 0.42027 3.14663 0.579
H 0.92428 -1.54435 0.14724 0.656
H 0.90660 0.80536 0.50391 0.332
H 0.59767 0.84244 -1.27905 -0.918
H -0.74780 0.99386 -0.08934 0.433
H 0.49129 -3.10508 -1.74012 0.486
H -1.14575 -4.27821 -3.21164 0.444
H -3.57545 -3.66328 -3.10359 0.447
H -4.34069 -1.89330 -1.50103 0.422
H -2.68451 -0.70071 -0.08858 0.298

***

Number 1: orbital gap 5.7594 eV, LUMO level -2.3 eV. Number 2: orbital gap 6.6779 eV, LUMO level -6.4 eV. Number 3: orbital gap 3.3766 eV, LUMO level -2.6 eV.